1.
Here is a molecular structure, C3H4O2 from the Open Molecules 2025 dataset. Energies are from ωB97M-V/def2-TZVPD.

```
9
Properties=species:S:1:pos:R:3:forces:R:3
C -1.791 0.565 -0.153 -1.030 1.146 3.463
C -0.754 -0.046 -0.682 2.937 -2.626 -2.199
C 1.191 -0.407 -0.454 -4.022 1.217 1.319
O -1.156 0.028 0.940 0.010 0.018 -1.044
O 1.576 0.292 0.595 1.726 1.794 2.106
H -2.767 0.948 -0.011 -0.590 0.576 -0.842
H 1.650 -0.262 -1.368 1.139 1.110 -1.582
H 0.981 -1.401 -0.317 -0.394 -2.514 0.598
H 1.070 0.283 1.450 0.224 -0.722 -1.817
```
Forces are in eV/Å.

Output
- F_max: 0.088 Eh/bohr
- HOMO level (spin up / spin down): -5.76 / -10.56 eV
- Spin multiplicity: 3
- Net charge: 0

2.
Here is a molecular structure, C41H29BrN3O6PRhS5 from the Open Molecules 2025 dataset. Energies are from ωB97M-V/def2-TZVPD.

```
87
Properties=species:S:1:pos:R:3:forces:R:3
Rh 1.537 -7.333 25.984 -0.037 0.607 0.266
O 1.389 -3.715 26.571 -0.163 0.346 -0.271
S 2.107 -4.362 27.670 0.210 0.934 0.047
O 3.223 -3.578 28.154 -0.077 -0.332 -0.165
O 2.454 -5.739 27.360 0.225 -0.852 -0.237
C 0.924 -4.316 29.014 -0.249 -0.182 0.439
C 1.110 -3.238 29.884 0.302 0.033 -0.454
C 0.237 -3.025 30.932 0.081 0.699 0.437
C -0.829 -3.890 31.136 -0.101 0.670 0.337
C -1.031 -4.950 30.295 0.322 -0.395 -0.878
C -0.159 -5.179 29.225 0.188 -0.370 -0.055
S -0.411 -6.724 28.301 -0.715 0.565 0.112
O -1.713 -7.213 28.718 0.674 0.131 -0.100
O 0.749 -7.535 28.585 0.340 -0.847 0.487
O -0.366 -6.362 26.863 -0.195 -0.238 -0.276
H 1.966 -2.590 29.657 -0.494 -0.198 0.377
H 0.367 -2.146 31.587 -0.020 -0.593 -0.365
H -1.541 -3.698 31.929 0.061 -0.023 0.089
H -1.868 -5.612 30.410 -0.146 -0.215 0.083
C -3.454 -9.731 21.955 1.231 0.981 0.381
C -2.401 -9.519 21.041 -0.131 -0.097 1.637
C -1.165 -9.102 21.536 0.558 0.287 -0.515
C -0.965 -8.815 22.905 0.224 0.012 -1.142
C -2.058 -8.903 23.747 0.082 0.448 0.742
C -3.287 -9.362 23.301 -0.046 -0.349 -0.780
P 0.685 -8.426 23.647 -0.122 -0.102 0.028
C 1.691 -7.890 22.196 -0.941 0.342 1.027
C 1.347 -6.636 21.673 0.751 -0.348 -0.211
C 2.151 -6.085 20.681 -0.701 -0.251 0.321
C 3.209 -6.814 20.166 0.560 0.187 -0.078
C 3.545 -8.038 20.703 0.134 -0.871 -0.334
C 2.797 -8.573 21.746 0.377 -0.342 -0.397
C 1.251 -10.127 23.999 0.229 0.436 -0.095
C 0.966 -11.139 23.132 -0.574 -0.461 -0.264
C 1.346 -12.464 23.444 -0.120 0.131 -0.294
C 2.010 -12.721 24.606 -0.357 0.192 -0.549
C 2.336 -11.693 25.508 0.117 -0.088 -0.402
C 3.027 -11.997 26.690 0.348 0.749 0.062
C 3.337 -10.942 27.502 0.803 -0.804 1.236
C 2.990 -9.612 27.225 -0.525 -0.604 -0.611
C 2.292 -9.289 26.093 -0.106 0.112 -0.136
C 1.992 -10.350 25.200 -0.516 -0.150 -0.222
H -4.391 -10.077 21.602 -0.790 -0.303 -0.223
H -2.543 -9.696 19.994 0.001 -0.127 -0.368
H -0.342 -8.973 20.801 -0.505 -0.066 0.729
H -1.936 -8.540 24.772 -0.135 -0.310 -0.154
H -4.106 -9.423 24.005 -0.061 -0.067 -0.083
H 0.480 -6.117 22.066 0.067 0.117 -0.051
H 1.902 -5.112 20.309 0.021 0.395 -0.272
H 3.829 -6.431 19.367 -0.128 0.199 -0.086
H 4.327 -8.658 20.239 -0.195 0.510 0.392
H 3.076 -9.542 22.151 -0.163 0.149 0.053
H 0.341 -10.945 22.245 0.523 -0.169 0.442
H 1.075 -13.262 22.761 0.077 -0.003 0.078
H 2.272 -13.726 24.858 0.187 -0.561 0.159
H 3.367 -13.015 26.867 -0.194 0.177 0.193
H 3.867 -11.136 28.444 -0.136 0.046 -0.371
H 3.196 -8.876 27.953 0.291 0.769 0.691
Br 4.470 -4.384 24.306 -0.012 -0.280 -0.028
C 5.211 -6.105 23.967 0.480 0.268 0.023
C 6.450 -6.179 23.315 -0.308 0.464 -0.091
C 7.006 -7.422 23.124 0.132 0.418 -0.106
C 6.334 -8.519 23.600 -0.186 -1.049 -0.218
C 5.094 -8.342 24.183 0.246 0.098 -0.089
N 4.541 -7.152 24.397 -0.109 0.384 -0.192
H 6.963 -5.309 22.921 -0.300 0.076 0.227
H 7.930 -7.500 22.574 0.183 -0.137 0.059
H 6.722 -9.523 23.435 -0.126 0.199 0.145
H 4.496 -9.182 24.458 -0.275 -0.503 0.378
S 0.970 -0.158 21.599 0.045 0.033 -0.100
C 0.369 -1.413 22.498 0.783 -0.210 -0.011
S 1.495 -2.624 23.104 -0.526 0.417 -0.172
C 0.182 -3.429 23.885 -0.243 -0.572 0.411
N -0.970 -2.838 23.732 0.147 -0.701 0.038
N -0.884 -1.756 22.915 0.437 0.110 0.103
C -2.122 -1.136 22.589 -0.194 0.176 -0.475
C -3.329 -1.764 22.939 0.254 0.149 -0.188
C -4.513 -1.136 22.613 -0.312 -0.209 0.303
C -4.556 0.083 21.964 0.583 0.258 -0.420
C -3.377 0.664 21.541 0.995 -0.690 0.430
C -2.146 0.046 21.851 -0.836 0.685 -0.161
S 0.286 -4.924 24.766 -0.393 0.776 -0.678
H -3.377 -2.735 23.414 0.336 0.191 0.077
H -5.433 -1.629 22.893 -0.127 -0.002 0.016
H -5.472 0.574 21.730 -0.708 0.111 -0.033
H -3.343 1.587 20.971 -0.174 -0.070 0.105
H -1.245 0.534 21.504 -0.130 -0.294 0.246
```
Forces are in eV/Å.

Output
- F_max: 0.033 Eh/bohr
- HOMO level (spin up / spin down): -4.89 / -5.99 eV
- Spin multiplicity: 5
- Net charge: -1

3.
Here is a molecular structure, C2H5NO from the Open Molecules 2025 dataset. Energies are from ωB97M-V/def2-TZVPD.

```
9
Properties=species:S:1:pos:R:3:forces:R:3
C -1.164 0.426 -0.615 0.226 1.403 0.482
C 0.102 0.111 0.131 -1.016 0.489 -3.843
N 1.048 0.929 0.361 -0.528 -0.382 -0.761
O 0.155 -1.343 0.208 1.417 3.448 2.441
H -1.628 1.377 -0.294 0.214 -0.478 -0.260
H -1.856 -0.402 -0.618 -0.099 0.008 0.103
H -0.722 0.569 -1.610 -0.575 0.039 -0.052
H 1.968 0.504 0.221 -0.078 -0.223 1.004
H 0.381 -0.788 1.076 0.439 -4.304 0.886
```
Forces are in eV/Å.

Output
- F_max: 0.087 Eh/bohr
- HOMO level: -10.48 eV
- Net charge: 0